[1]
A gas-phase ion, C5H12NO (charge +1). Source: OMol25; level of theory: the ωB97M-V functional and the def2-TZVPD basis.

## Properties
SMILES = C=C([NH3+])CCCO
E_tot = -327.36097 a.u.
energy above the lowest of the compared OMol25 structures with the same formula, charge and spin = 2.684 eV

Geometry as ORCA input:
```
! wB97M-V def2-TZVPD RIJCOSX def2/J DEFGRID3
* xyz 1 1
O -2.27 -1.63 1.59
N 1.49 1.44 -1.47
C 1.02 0.08 -0.95
C -1.96 -0.31 1.53
C 1.84 -0.94 -0.86
C -0.48 0.13 1.03
C -0.40 0.07 -0.47
H 0.95 1.67 -2.32
H 2.56 1.39 -1.63
H -0.22 1.16 1.47
H -1.05 0.79 -0.90
H 1.70 -1.85 -0.40
H -2.09 -0.02 2.57
H 0.16 -0.38 1.76
H 2.87 -1.01 -1.38
H -1.62 -2.23 1.07
H -1.07 -0.72 -0.84
H -2.77 0.26 0.91
H 1.33 2.13 -0.72
*
```

[2]
C3H4N2O in the gas phase. Source: OMol25; level of theory: the ωB97M-V functional and the def2-TZVPD basis.

## Properties
SMILES = C=N/N=C/C=O
E_tot = -301.34054 a.u.
energy above the lowest of the compared OMol25 structures with the same formula, charge and spin = 3.992 eV

Geometry as ORCA input:
```
! wB97M-V def2-TZVPD RIJCOSX def2/J DEFGRID3
* xyz 0 1
O -2.44 1.30 0.98
N 0.78 -1.29 -0.49
N -0.39 -0.70 -0.24
C 1.66 -1.48 0.39
C -0.52 0.58 -0.42
C -1.65 1.46 0.00
H 2.46 -2.20 0.01
H 1.56 -1.28 1.51
H 0.28 1.24 -0.85
H -1.74 2.36 -0.90
*
```

[3]
3 unconnected molecules or ions with the total composition C26H33B2F16N2O6P. Source: OMol25; level of theory: the ωB97M-V functional and the def2-TZVPD basis.

## Properties
SMILES = CCB(O)c1c(B(O)N(C)C)cc(P(CC)CC)c2c1C(=O)NC2=O.FC(F)C(F)(F)COC(F)(F)C(F)F.FC(F)C(F)(F)COC(F)(F)C(F)F
E_tot = -3560.56219 a.u.
energy above the lowest of the compared OMol25 structures with the same formula, charge and spin = 0.000 eV

Geometry as ORCA input:
```
! wB97M-V def2-TZVPD RIJCOSX def2/J DEFGRID3
* xyz 0 1
P -1.04 2.48 2.84
F -7.42 -1.65 7.22
F 4.15 -1.60 -4.69
F 3.92 -2.39 -9.34
F -4.91 0.78 7.05
F -6.72 -0.28 8.78
F -9.81 -1.51 3.74
F -6.97 1.04 6.42
F 2.80 -3.86 -10.52
F 1.80 -3.72 -8.02
F -7.46 -1.29 2.50
F -9.08 -0.37 5.46
F 4.90 -1.67 -6.76
F 2.83 -5.58 -8.43
F 3.21 0.35 -6.23
F 2.27 -1.07 -7.60
F -7.34 -2.32 4.43
O -5.64 -0.46 5.40
O 3.83 -4.13 -7.14
O 1.91 -0.32 -2.96
O -0.13 1.90 -3.37
O 4.31 1.21 1.43
O -2.71 3.20 0.11
N 3.86 -0.89 0.24
N -1.86 2.37 -1.88
C 3.63 1.55 -2.56
C 3.66 -3.70 -9.49
C -1.12 0.98 3.91
C 1.48 3.19 4.11
C -6.31 -0.21 4.19
C -0.05 1.96 1.39
C 3.01 -4.26 -8.22
C -6.00 0.12 6.58
C 2.01 0.98 0.39
C 3.23 2.65 -3.56
C -8.91 -0.59 4.14
C 4.95 -1.52 0.99
C 2.79 -1.86 -0.08
C 2.71 -0.90 -6.34
C 0.05 3.62 3.77
C -7.50 -1.12 3.85
C 1.24 1.41 1.49
C -2.36 1.10 4.80
C 0.22 1.67 -1.00
C 3.82 -1.90 -5.99
C -1.84 2.61 -0.45
C 3.46 -3.39 -6.00
C -0.54 2.08 0.09
C 1.49 1.12 -0.90
C -0.53 1.94 -2.24
C -6.37 -0.92 7.64
B 2.34 0.73 -2.18
B 3.44 0.39 0.71
H 4.05 -3.81 -5.19
H 1.84 3.71 5.00
H -3.27 1.00 4.20
H -0.50 3.80 4.70
H 3.01 2.23 -4.54
H -2.37 0.37 5.60
H -6.58 0.85 4.09
H 5.36 -2.35 0.42
H 4.61 -1.92 1.96
H 4.02 2.03 -1.65
H -5.58 -0.42 3.42
H 4.05 3.36 -3.69
H 3.16 -2.87 0.11
H -9.09 0.34 3.59
H -5.52 -1.58 7.83
H 1.56 2.12 4.30
H 1.90 -1.72 0.53
H 2.35 3.21 -3.22
H 2.41 -3.54 -5.73
H 2.17 3.46 3.31
H 5.76 -0.81 1.15
H -2.53 1.63 -2.08
H -0.24 0.84 4.55
H -1.21 0.12 3.24
H 2.67 -0.72 -3.40
H 2.52 -1.81 -1.13
H 0.05 4.56 3.21
H 4.43 0.92 -2.96
H 4.53 0.90 2.31
H 1.66 1.30 2.48
H 1.87 -1.00 -5.64
H 4.59 -4.24 -9.70
H -2.42 2.09 5.26
*
```

[4]
A molecular structure, C26H41BiBrF5N4OS2SbSi3Te. Source: OMol25; level of theory: the ωB97M-V functional and the def2-TZVPD basis.

## Properties
E_tot = -6770.55597 a.u.
energy above the lowest of the compared OMol25 structures with the same formula, charge and spin = 2.467 eV

Geometry as ORCA input:
```
! wB97M-V def2-TZVPD RIJCOSX def2/J DEFGRID3
* xyz 1 1
Bi -0.37 0.01 -1.12
Te -1.18 -3.23 -0.02
Sb 2.40 -1.22 0.20
Br -0.51 1.89 1.97
S -2.01 6.67 0.04
S -7.02 -0.82 0.20
Si 3.03 -3.41 1.53
Si 3.35 0.95 1.25
Si 3.06 -1.36 -2.31
F 0.69 -3.20 -0.74
F -3.11 -3.52 -0.24
F -1.13 -4.92 -0.76
F -0.28 -4.10 1.50
F -1.31 -2.35 -1.86
O 0.45 -0.91 0.57
N -7.63 0.50 4.52
N -2.61 -0.25 -0.57
N -0.46 1.83 0.12
N -0.46 2.65 -1.92
C 2.19 -3.12 3.16
C 2.70 -4.92 0.53
C -3.06 -0.27 0.70
C -5.31 -0.58 -0.04
C 2.73 2.49 0.41
C -7.48 -1.24 2.88
C -1.01 4.19 -0.05
C 2.67 0.26 -3.16
C 4.88 -3.18 1.68
C 2.94 0.84 3.06
C -7.23 -0.30 1.89
C -0.29 4.88 -3.01
C 2.29 -2.79 -3.18
C -1.21 5.46 -0.71
C -4.83 -0.58 -1.35
C -4.39 -0.43 1.00
C -3.48 -0.42 -1.57
C 0.16 5.40 -4.36
C 5.19 0.80 0.92
C 4.90 -1.51 -2.07
C -7.19 1.04 2.23
C -0.32 3.43 -2.92
C -7.39 1.39 3.55
C -0.65 3.00 -0.58
C -0.66 5.73 -2.04
C -7.67 -0.78 4.17
H 1.16 5.05 -4.60
H -7.02 1.81 1.48
H 5.34 -0.59 -1.68
H -0.63 6.79 -2.26
H -7.87 -1.49 4.97
H -7.37 2.43 3.86
H 0.17 6.49 -4.37
H 5.17 -2.15 1.88
H 2.66 -3.75 -2.80
H 3.25 -5.74 1.00
H 1.19 -2.71 3.03
H -1.24 4.20 1.01
H 2.08 -4.07 3.70
H -5.49 -0.72 -2.19
H -7.52 -2.30 2.65
H 1.21 -2.80 -3.08
H 2.16 0.11 3.27
H 2.86 1.13 -2.51
H 5.25 -3.78 2.52
H -4.70 -0.45 2.04
H 2.55 -2.72 -4.24
H 2.48 2.35 -0.64
H 2.80 -2.45 3.76
H 1.64 0.31 -3.52
H 5.17 -2.33 -1.39
H 5.45 1.23 -0.05
H -2.31 -0.18 1.48
H 5.74 1.35 1.69
H 3.83 0.56 3.63
H -0.51 5.06 -5.15
H -3.08 -0.45 -2.57
H 1.86 2.91 0.91
H -0.16 2.92 -3.87
H 3.54 3.23 0.45
H 5.38 -1.72 -3.04
H 5.57 -0.23 0.94
H 5.40 -3.53 0.79
H 3.32 0.36 -4.03
H 1.65 -5.18 0.47
H 3.08 -4.78 -0.48
H 2.59 1.81 3.42
*
```

[5]
A molecular structure, C17H40AlCl4F8N2Na2O8PSi. Source: OMol25; level of theory: the ωB97M-V functional and the def2-TZVPD basis.

## Properties
E_tot = -5219.74243 a.u.
energy above the lowest of the compared OMol25 structures with the same formula, charge and spin = 0.000 eV

Geometry as ORCA input:
```
! wB97M-V def2-TZVPD RIJCOSX def2/J DEFGRID3
* xyz 2 1
Cl 4.91 -1.01 1.69
Cl 7.23 -0.34 0.04
Cl 4.98 -1.72 -1.12
Cl -2.12 -0.64 -1.02
P -1.58 0.95 -7.05
Si -1.16 0.49 -2.48
Al -3.86 3.59 6.91
Na -0.88 -6.23 0.13
Na 8.72 1.25 1.10
F -1.35 -0.03 -8.35
F -2.26 1.86 -8.24
F -4.01 0.92 0.56
F -0.66 2.29 -6.76
F -2.34 -0.35 -6.37
F -0.18 0.28 -6.46
F -2.70 1.68 -6.06
F -2.14 -6.54 -3.70
O 3.37 -6.90 1.32
O -1.08 6.12 0.74
O 0.96 2.61 8.96
O -0.16 3.14 7.19
O -1.33 3.37 2.89
O -1.17 3.29 9.21
O 1.49 -5.43 -1.10
O -0.81 -0.38 -3.84
N 2.18 -0.03 -0.77
N 1.80 -2.75 -3.55
C -1.89 2.61 0.64
C -2.57 2.94 -1.81
C -2.39 1.84 -2.88
C 0.82 -2.14 -4.49
C 0.47 1.28 -1.93
C 1.37 -4.13 -3.26
C 0.80 -4.34 -1.82
C -1.38 3.60 6.68
C 1.06 2.45 10.39
C -0.77 -4.60 -1.91
C -0.21 2.51 2.96
C 1.69 0.39 -1.85
C -3.05 2.54 -0.32
C -0.43 -1.72 -3.66
C 5.91 -1.52 0.34
C -0.20 3.03 8.54
C -2.38 2.79 2.11
H 0.75 2.03 -2.69
H 0.57 -4.44 -3.93
H 2.13 0.12 -2.82
H 2.93 -6.53 0.51
H 2.06 2.10 10.61
H -3.31 3.36 2.14
H -1.25 3.50 0.42
H -1.29 3.66 5.59
H 3.41 -7.88 1.29
H 3.01 -0.55 -1.08
H -1.27 -2.37 -3.92
H 1.21 -1.26 -5.00
H -1.25 5.39 1.38
H -0.14 -1.96 -2.62
H 0.56 2.78 2.24
H 2.94 -6.58 2.15
H -0.96 -5.37 -2.70
H -2.01 2.32 -3.80
H 6.37 -2.47 0.59
H 0.90 -3.40 -1.26
H 2.23 -4.81 -3.33
H 0.90 3.40 10.89
H -0.48 1.47 2.74
H -1.32 -3.68 -2.05
H -3.66 1.53 -0.25
H 0.25 2.57 3.96
H -2.56 1.78 2.51
H 0.56 -2.89 -5.24
H -1.35 1.66 0.60
H 0.43 1.80 -0.97
H -1.11 -5.03 -0.94
H -3.74 3.34 -0.01
H 2.73 -2.74 -3.95
H -1.69 3.60 -1.75
H 0.95 -5.64 -0.33
H -3.38 3.57 -2.19
H 0.34 1.71 10.74
H -2.18 2.88 6.93
H -3.36 1.43 -3.15
H -1.62 4.60 7.07
*
```